Formula: C44H57N2O7P2SiV
Source: the Open Molecules 2025 dataset
Level of theory: the ωB97M-V functional and the def2-TZVPD basis

Calculated values
LUMO energy (spin up / spin down)	2.10 / 2.11	eV
M	866.92	g/mol
E	-4263.27778	a.u.
energy above the lowest of the compared OMol25 structures with the same formula, charge and spin	26.5	kJ/mol
frontier orbital gap (spin up / spin down)	0.2354 / 0.2462	Eh

Structure (ORCA input):
```
! RIJCOSX wB97M-V def2-TZVPD def2/J DEFGRID3
* xyz -1 4
H -1.697 2.444 -0.443
H 2.449 2.153 -4.655
C -2.222 2.546 2.999
H 1.427 1.075 5.767
C 5.267 -2.772 0.039
C 4.060 0.873 -2.759
H -4.502 4.647 1.487
H -0.153 1.731 4.029
H 0.723 -4.381 2.477
H 1.095 1.273 -2.939
O -0.336 -1.939 -2.205
C 1.934 -0.783 4.825
C 1.915 2.499 -0.245
C -3.504 4.370 1.829
O -1.940 -5.597 -2.839
C 1.728 -1.595 3.726
C 3.503 0.362 -5.186
C -3.474 -1.055 -3.783
C -5.058 -1.993 1.826
H -1.633 4.639 0.762
H 1.499 3.334 1.690
C -3.298 -3.458 -3.645
C 3.176 -1.591 -0.151
N -5.238 -2.474 -4.737
H -3.693 -4.444 -3.834
H 1.591 4.530 0.408
H 3.642 2.237 2.577
C 2.816 0.011 -2.535
H -3.855 0.387 2.931
H -4.249 2.401 2.284
C -1.503 -2.042 -2.718
H -3.064 -0.045 -0.213
H 5.226 -4.535 1.253
C 2.232 1.088 -4.766
C -3.264 -0.882 0.469
H -1.920 -1.727 1.923
Si 0.679 -2.276 1.068
C -1.804 0.536 -2.869
H 4.050 4.222 0.296
H 4.844 0.689 -2.022
O -5.617 -3.612 -5.003
C 2.546 -2.526 0.680
C 0.088 -3.980 1.696
C -1.513 2.110 1.691
H 4.612 1.784 -0.270
H -0.536 2.616 1.663
H -1.613 3.311 3.493
H -4.791 -2.976 1.433
C 4.051 1.469 0.613
C -3.979 -2.326 -4.042
H -3.130 5.217 2.409
H 5.195 2.743 1.927
P 2.142 -0.230 -0.821
O -1.035 0.740 -1.864
O -2.224 1.418 -3.603
H 0.864 2.305 -0.477
C 4.524 -1.722 -0.463
H -4.969 -1.522 3.952
C -3.303 -0.553 2.996
H -2.963 -1.795 -0.067
C 4.149 2.569 1.665
H -5.120 0.028 1.080
C 4.657 -3.704 0.862
O -0.425 -4.418 -1.810
H -6.130 -2.023 2.026
H 2.079 0.930 1.189
C -2.276 2.626 0.464
H 0.052 -4.695 0.882
H -3.711 -2.610 3.410
H -2.305 1.721 3.710
C 1.256 0.419 4.925
H -3.026 4.497 -0.287
H 2.853 -4.321 1.794
V -0.198 -0.717 -0.708
H 6.312 -2.866 -0.217
O -5.857 -1.453 -5.035
C 0.849 -1.248 2.708
H 4.510 0.549 0.985
N -1.420 -4.523 -2.537
C 4.618 0.605 -4.160
C 3.317 -3.574 1.170
H -4.066 3.423 3.690
C 3.501 3.856 1.171
H 5.280 -0.264 -4.121
H 2.386 2.823 -1.176
C -2.088 -3.305 -2.986
H 3.567 4.635 1.934
C -4.279 -1.720 3.129
C 2.589 1.220 0.252
H -3.213 2.078 0.335
C 0.136 -0.043 2.843
C -2.272 -0.899 -3.113
H 5.008 -1.010 -1.118
C -3.599 3.149 2.739
C -2.430 -0.763 1.765
H -4.001 -0.172 -4.109
H -2.676 -0.499 3.892
H 1.462 1.013 -5.536
H -5.297 -1.186 -0.168
H 3.076 -1.020 -2.824
H 5.235 1.454 -4.469
H 1.009 -0.314 -3.659
P -0.984 0.344 1.443
H -0.915 -3.903 2.112
C 1.691 0.516 -3.454
H 2.634 -1.075 5.595
C -2.581 4.108 0.629
C -4.760 -0.952 0.754
H 2.296 -2.509 3.638
C 0.358 0.786 3.938
H 3.829 0.682 -6.178
C 2.048 3.614 0.788
H 3.288 -0.707 -5.260
H 3.785 1.924 -2.659
*
```


Formula: C44H58Cl5GeIN6O2SiTc
Source: the Open Molecules 2025 dataset
Level of theory: the ωB97M-V functional and the def2-TZVPD basis

Calculated values
LUMO energy (spin up / spin down)	-6.15 / -6.45	eV
M	1205.85	g/mol
E	-7235.84024	a.u.
frontier orbital gap (spin up / spin down)	0.2450 / 0.2362	Eh

Structure (ORCA input):
```
! RIJCOSX wB97M-V def2-TZVPD def2/J DEFGRID3
* xyz 2 4
N -1.113 -0.107 1.662
H 5.449 3.315 2.647
H -3.937 0.275 -2.810
C 0.151 6.143 -0.111
C 4.783 1.399 -0.632
H -5.497 0.993 -2.523
C 6.151 1.796 1.304
H -3.724 5.528 -3.964
N -0.389 -1.921 -0.957
H -1.226 3.733 2.513
Si 2.379 2.814 -1.263
C 4.990 -1.883 1.636
H -4.361 -1.018 -0.544
C 3.932 -0.327 3.128
N -2.861 0.015 3.346
C 5.257 2.768 1.732
H 0.810 8.172 0.113
C -3.451 -1.317 3.485
H 1.282 -5.699 -0.791
H 3.821 2.693 -6.828
H -0.760 2.551 -2.709
H 0.879 2.139 -3.786
H 1.498 -5.008 -3.132
C -3.814 5.374 -2.888
C -1.543 -1.460 1.265
H -4.306 1.050 4.469
H 0.950 -4.533 0.476
C 0.605 -2.565 -1.708
Cl 6.284 -2.942 1.275
C 2.763 5.581 -0.847
O 1.935 -0.642 0.063
H -5.672 0.099 -0.321
C -2.842 3.047 -3.058
C 2.401 6.878 -0.517
H -2.896 0.508 5.393
N -1.538 1.761 3.073
C 1.093 7.160 -0.143
H 3.464 3.846 1.298
H -0.942 -3.324 0.541
H -1.688 2.687 0.166
Cl 4.084 -2.412 -0.855
C 1.970 -4.161 -2.631
Cl 3.854 0.547 4.597
H -1.978 2.645 4.928
H -0.875 6.364 0.158
H -2.835 4.301 -1.298
H 7.039 1.581 1.886
H 4.625 0.871 -1.568
C -2.746 4.411 -2.386
N 1.123 -3.769 -1.490
C -1.793 0.501 2.644
H -0.228 4.067 -0.444
C 3.995 -1.665 0.691
C -5.589 -1.115 -2.901
H 2.957 -4.462 -2.287
H 1.641 -3.099 -4.529
C -1.735 2.068 -2.637
H -3.160 2.958 3.648
C 4.490 3.002 -4.814
O 1.114 1.763 -0.953
H -3.830 2.616 -2.873
C 4.133 3.058 0.970
H -0.347 -5.044 -0.647
C 0.713 -4.806 -0.549
C -3.765 1.039 -0.192
H 3.136 7.671 -0.553
H -2.500 -1.432 0.736
C 3.547 2.688 -5.781
C 0.523 4.846 -0.445
N 1.050 -2.019 -2.823
C 3.874 2.381 -0.227
H -4.817 4.988 -2.692
H -2.776 -2.027 3.965
H 0.146 2.987 3.346
C -4.694 -0.007 -0.801
C 1.832 4.538 -0.810
C -0.648 2.813 2.617
C 0.904 -0.646 -3.269
C 2.248 2.376 -5.403
H -0.210 2.620 1.644
C 4.135 2.999 -3.472
H 1.843 -0.111 -3.120
C -2.499 2.202 4.080
H 3.790 5.382 -1.135
C 1.900 2.378 -4.060
H -2.780 3.183 -4.142
C -3.225 0.924 4.438
H -4.315 -1.200 4.135
H -4.208 2.034 -0.344
C -4.896 0.106 -2.310
H -1.675 -2.054 2.162
H 0.436 -2.278 0.925
Cl 1.662 0.996 2.433
C 1.984 -2.909 -3.513
H 0.127 -0.140 -2.706
H 0.648 -0.643 -4.328
Cl 6.196 -1.471 4.026
H 2.962 -2.433 -3.564
H -3.717 0.919 0.892
Ge -1.922 1.485 -0.778
C 4.961 -1.223 2.869
H -3.817 -1.713 2.544
C 2.927 -0.795 0.940
C 5.913 1.111 0.119
C 2.834 2.684 -3.066
Tc 0.401 0.600 0.369
H -1.752 4.829 -2.567
C -0.555 -2.307 0.464
H -1.720 1.194 -3.291
H -3.732 6.348 -2.406
H 5.502 3.251 -5.104
I -2.144 -2.160 -2.037
C 2.955 -0.142 2.163
H -5.788 -0.991 -3.965
H 1.506 2.144 -6.157
H -6.542 -1.305 -2.404
H -4.992 -2.027 -2.780
H 6.618 0.363 -0.225
H 4.889 3.245 -2.732
*
```


Formula: C44H59BrO2P2PtSi
Source: the Open Molecules 2025 dataset
Level of theory: the ωB97M-V functional and the def2-TZVPD basis

Calculated values
LUMO energy	-8.64	eV
M	984.97	g/mol
E	-5527.46223	a.u.
energy above the lowest of the compared OMol25 structures with the same formula, charge and spin	210.2	kJ/mol
frontier orbital gap	0.1790	Eh

Structure (ORCA input):
```
! RIJCOSX wB97M-V def2-TZVPD def2/J DEFGRID3
* xyz 2 1
C -0.521 2.806 -2.861
H -1.221 4.648 1.884
O -0.198 -3.273 -0.719
P 2.822 0.599 -0.641
H -2.607 0.716 -0.463
C 4.665 0.398 -0.961
C -1.731 -2.768 -2.405
C -3.069 -4.478 -3.436
C 1.736 1.726 -3.140
H -0.040 1.208 -4.232
C -3.319 -3.642 -4.514
C 1.244 -3.232 -0.322
C -1.549 -2.602 4.979
H 6.802 -0.197 -3.586
H 5.256 2.824 -2.229
H -3.647 4.832 2.356
H 7.040 -0.487 -1.871
H 2.970 -1.030 3.680
C 1.729 -1.861 -0.037
H 7.140 2.086 -3.401
C -1.118 -1.009 3.204
C 2.184 2.028 -1.706
C 6.546 0.169 -2.589
C 2.385 -3.068 -2.486
H 6.573 3.302 -1.172
H -3.685 1.375 1.525
C -1.855 -1.430 4.312
H -0.948 1.280 4.513
H 3.896 -0.765 2.215
H -2.690 4.964 3.825
H -5.302 -0.118 2.165
C -4.842 -1.847 0.161
H -5.930 -1.879 0.169
H 6.281 1.259 0.176
H -3.484 1.270 4.691
H 0.341 1.989 -0.470
C -3.061 -0.100 0.112
H -2.033 3.127 1.468
H 1.870 -4.933 -1.569
H -0.444 4.244 -1.242
H -2.077 -4.708 -1.555
H 2.657 -1.061 -3.196
C -1.581 1.777 3.764
C 5.034 0.057 -2.414
H 2.739 -3.503 -3.406
H -4.308 2.579 2.850
H -0.689 3.405 -3.756
H 0.917 4.340 -2.341
H -4.973 -2.609 2.172
H -2.138 -2.908 5.829
H 4.727 -0.966 -2.638
H -0.602 3.664 4.105
P -1.616 0.545 2.354
C -2.011 -1.908 -3.461
H -4.100 -0.657 3.318
Pt 0.139 0.605 0.610
C -2.904 2.159 4.437
H -3.321 -2.369 1.628
H -1.608 -0.908 -3.458
C -3.784 3.118 3.639
C -4.381 -0.545 -0.505
H -2.380 -0.951 0.101
H 1.514 3.325 -0.101
H 2.252 0.858 -3.542
C 7.030 1.611 -2.425
H 1.183 -3.493 3.234
C 1.078 2.751 -0.924
C -0.764 -2.291 -1.389
C 2.440 -1.670 -2.336
H -0.051 0.711 -2.541
C 6.053 2.441 -1.590
H 8.012 1.609 -1.955
H 4.830 2.247 0.174
C 1.919 -3.861 -1.490
Si 1.429 -1.071 1.689
H -3.483 -5.476 -3.422
H -0.242 -4.301 5.050
C -4.327 -1.941 1.603
C 2.239 -1.102 -1.068
H 2.011 2.575 -3.769
H 3.362 -2.378 2.632
Br -3.143 -1.147 -5.950
C -4.309 -0.563 2.254
H 4.908 -0.476 -0.339
C -0.482 -3.374 4.554
C 0.248 3.643 -1.832
H 0.080 2.728 2.762
O -0.529 -1.100 -1.239
C 0.230 1.519 -3.222
C 3.074 -1.331 2.643
C -3.298 0.353 1.557
H -4.551 3.515 4.306
H 4.545 0.738 -3.112
C 0.311 -2.922 3.515
C -0.855 3.025 3.259
H -2.665 -0.823 4.684
C -2.998 4.277 3.035
C 0.019 -1.745 2.836
H 1.252 -3.871 0.565
H -4.492 -2.708 -0.412
H -1.503 2.547 -2.464
H -5.126 0.238 -0.357
C -2.266 -4.055 -2.391
H 3.062 2.686 -1.737
H -4.277 -0.689 -1.579
C 5.463 1.612 -0.452
C -2.795 -2.355 -4.510
H -3.923 -3.983 -5.341
C -1.754 3.792 2.298
H -2.635 2.642 5.380
*
```


Formula: C44H59CrN6O4P2
Source: the Open Molecules 2025 dataset
Level of theory: the ωB97M-V functional and the def2-TZVPD basis

Calculated values
LUMO energy (spin up / spin down)	0.18 / 0.20	eV
M	849.94	g/mol
E	-4068.82367	a.u.
energy above the lowest of the compared OMol25 structures with the same formula, charge and spin	172.9	kJ/mol
frontier orbital gap (spin up / spin down)	0.2614 / 0.2662	Eh

Structure (ORCA input):
```
! RIJCOSX wB97M-V def2-TZVPD def2/J DEFGRID3
* xyz 0 4
C -3.587 3.623 -1.527
H 2.145 4.352 3.571
N 2.084 3.898 -0.905
C -3.327 -1.053 1.907
C 2.646 -2.371 1.365
H -0.210 -2.857 -2.220
C -0.152 -3.097 0.457
H 0.839 -5.006 0.443
H 5.036 0.444 -2.404
H 3.191 -1.244 -2.268
C 2.366 4.694 0.181
C -4.425 -0.418 2.450
C -0.114 -4.496 0.418
H -0.880 -2.370 2.785
H -1.570 -1.068 -2.367
H -2.518 3.480 0.333
C 7.666 0.573 -0.276
H 0.136 5.587 1.602
H -6.099 2.561 2.252
C -2.311 3.325 -0.731
O 0.964 2.225 -1.906
H -3.391 -5.137 0.072
H -4.981 -0.911 3.239
H -1.993 1.155 -4.511
H -3.493 -2.709 0.093
H -3.374 3.657 -2.596
C -0.649 -0.546 3.621
N -1.400 -1.032 0.370
H 3.012 -4.451 0.764
H 5.051 0.438 1.873
C 5.599 0.450 0.940
C -6.011 1.540 2.619
H 2.131 4.334 -1.817
H 3.485 -1.667 3.210
O 1.641 1.976 2.513
N -0.837 -1.903 3.680
H -5.941 1.578 3.707
O 2.625 5.869 0.048
C 2.251 0.202 -0.182
C 5.585 0.458 -1.472
P -1.809 1.519 -0.772
H 2.423 5.792 2.583
H -3.457 1.321 -2.503
H 4.861 5.411 1.085
C -1.373 -2.413 0.368
H -4.388 2.903 -1.370
C -2.444 0.924 -2.417
C -2.957 0.809 0.450
H 4.231 2.947 0.864
H 0.057 5.721 3.353
H 2.031 -4.270 2.230
C 6.964 0.537 -1.479
C 1.650 2.631 1.490
H 1.756 -1.983 3.303
C 9.102 0.660 -0.281
H -3.048 -2.030 2.283
H -3.959 4.608 -1.238
P 1.260 -1.994 0.193
H 3.913 2.900 2.589
H -0.540 1.085 4.778
C -2.474 -4.573 0.198
H -0.467 4.417 -0.362
H -4.343 2.435 0.703
H -0.165 4.146 2.590
H 1.882 -3.783 -1.199
H -1.263 -7.128 -0.769
C 3.460 0.323 -0.234
N -0.900 0.144 4.776
C -1.206 -6.763 0.258
C 3.910 3.554 1.716
Cr 0.259 0.234 0.206
C 4.884 0.406 -0.264
H -0.770 4.112 -2.074
C 2.542 -1.577 2.666
C 0.773 -2.485 -2.506
C -2.535 -3.199 0.212
C -2.563 -0.454 0.897
H 4.001 -2.424 -1.236
C 4.879 4.711 1.919
C -1.581 1.475 -3.552
H -0.556 1.111 -3.472
C 1.896 4.839 2.627
H -2.908 -0.868 -3.501
H 2.335 -0.519 2.499
H 3.762 -3.952 2.273
H 7.529 0.573 1.864
N 1.016 2.194 0.356
H 3.513 -2.003 0.812
H -1.535 2.563 -3.552
C 2.862 -3.852 1.662
C 1.834 -2.713 -1.430
H -1.417 -2.285 4.408
H 7.507 0.581 -2.414
C -4.059 1.442 1.024
H 1.074 -2.987 -3.427
C 3.198 -2.288 -1.961
H -0.280 -7.138 0.692
C 6.977 0.532 0.935
C -1.261 -5.260 0.312
C -2.540 -0.596 -2.509
O -0.279 0.022 2.612
H -1.703 5.331 -1.204
H -0.897 -0.339 5.657
H 0.693 -1.417 -2.728
N 10.249 0.727 -0.284
H 4.654 5.267 2.829
H 5.893 4.320 2.013
H 3.431 -2.901 -2.835
C 2.421 3.956 1.495
H -3.225 -1.005 -1.767
H -6.936 1.016 2.370
H -2.038 -7.206 0.807
C -4.817 0.849 2.021
C 0.394 5.083 2.536
C 1.333 2.725 -0.857
C -1.241 4.345 -1.122
*
```